1.
Molecular formula: C27H72AsF6O27S9
Method: DFT, ωB97M-V/def2-TZVPD

Results
DFT total energy in eV: -259110.77733
Net charge: -1
HOMO-LUMO gap in eV: 10.7
E_LUMO in hartree: 0.0585
Relative energy (zero: lowest compared OMol25 entry of this formula, charge and spin) in kcal per mole: 62.4
HOMO in eV: -9.147

Each line ends with the Mulliken charge.
Geometry (Å):
As: 0.0096 0.4979 0.8052  2.179
F: 1.6502 0.8927 1.1554  -0.418
F: -0.1670 2.0857 0.0653  -0.513
F: -1.7016 0.2078 0.4328  -0.641
F: 0.2439 -1.1092 1.5526  -0.488
F: -0.5464 1.1194 2.3462  -0.327
F: 0.4884 -0.2409 -0.7241  -0.619
O: -7.1205 3.0230 -2.6710  -0.600
S: -6.1017 3.9821 -2.3951  1.109
O: -6.0935 4.6838 -1.1704  -0.581
O: -4.6146 3.3295 -2.6416  -0.238
C: -3.5113 3.8437 -1.9131  -0.249
C: -2.2255 3.1095 -2.3538  -0.455
C: -6.0426 5.1480 -3.8171  -0.916
H: -3.6151 3.7994 -0.8287  0.127
H: -3.4043 4.9056 -2.1533  0.339
H: -2.0221 2.0896 -2.0298  0.066
H: -1.3370 3.6208 -1.9765  0.026
H: -2.1839 3.1852 -3.4421  0.333
H: -5.9696 4.5025 -4.6879  0.290
H: -5.1550 5.7326 -3.5943  0.300
H: -7.0169 5.6295 -3.7850  0.385
O: -1.4810 -6.1319 3.5752  -0.660
S: -1.5337 -4.7606 3.1516  1.041
O: -2.5750 -4.3066 2.2229  -0.493
O: -1.6902 -3.7896 4.4392  -0.328
C: -0.6990 -3.9103 5.4650  -0.538
C: 0.2628 -2.6944 5.4052  -0.707
C: 0.1015 -4.2280 2.4576  0.106
H: -0.0918 -4.8005 5.3074  0.470
H: -1.0692 -3.8814 6.4881  0.382
H: 0.3250 -2.2393 4.4175  -0.027
H: 1.2573 -3.0702 5.6556  0.358
H: 0.0350 -1.9015 6.1165  0.371
H: 0.3466 -4.7953 1.5603  -0.184
H: 0.9069 -4.3123 3.1830  0.580
H: -0.1131 -3.2010 2.1641  -0.412
O: 4.6247 3.1219 -4.0388  -0.634
S: 3.3835 3.1180 -3.2730  1.188
O: 3.0643 4.1847 -2.3776  -0.567
O: 2.1952 3.0124 -4.3997  -0.471
C: 0.8112 2.9298 -4.0464  -0.401
C: 0.3326 1.4839 -4.0156  -1.095
C: 3.2225 1.5795 -2.3151  0.402
H: 0.3023 3.5518 -4.7822  0.385
H: 0.5897 3.4589 -3.1158  0.302
H: -0.4706 1.4737 -4.7538  0.307
H: 0.0466 1.0407 -3.0623  0.133
H: 1.0976 0.8046 -4.3959  0.695
H: 3.3972 1.8839 -1.2865  -0.334
H: 3.9638 0.8730 -2.6782  0.421
H: 2.1956 1.2503 -2.4453  -0.373
O: -1.8281 1.2414 5.5987  -0.654
S: -2.9745 0.7276 4.8707  1.304
O: -4.2476 0.7080 5.5170  -0.680
O: -3.0942 1.5408 3.4272  -0.148
C: -4.3899 1.4998 2.7655  -0.280
C: -4.4680 2.7091 1.8259  -0.647
C: -2.6367 -0.9427 4.2856  -0.600
H: -5.2780 1.5717 3.3932  0.395
H: -4.3946 0.5578 2.2172  0.169
H: -3.4593 2.7943 1.4125  -0.175
H: -4.6813 3.6547 2.3197  0.346
H: -5.1788 2.4826 1.0325  0.383
H: -1.7468 -0.9200 3.6604  -0.173
H: -3.5142 -1.2302 3.7088  0.390
H: -2.5432 -1.5705 5.1663  0.354
O: 5.9420 0.7299 1.0251  -0.566
S: 5.9778 2.1511 1.3538  1.158
O: 6.6577 2.4137 2.6194  -0.669
O: 6.5912 3.0426 0.1448  -0.290
C: 7.1323 2.3556 -0.9799  0.046
C: 7.6630 3.4290 -1.9539  -1.085
C: 4.2835 2.8970 1.4461  -0.595
H: 6.3762 1.7713 -1.5068  0.104
H: 7.9351 1.6523 -0.7569  0.375
H: 8.0430 4.3252 -1.4686  0.309
H: 6.8408 3.6696 -2.6265  0.201
H: 8.4785 2.9730 -2.5154  0.349
H: 3.9515 3.0645 0.4235  -0.042
H: 4.3611 3.8423 1.9793  0.434
H: 3.5840 2.2474 1.9674  0.247
O: 1.4529 4.8831 4.4068  -0.637
S: 0.4540 5.2344 3.4430  1.242
O: -0.4391 6.3283 3.7058  -0.663
O: 1.1460 5.5469 2.0286  -0.297
C: 0.3880 5.9767 0.8837  0.207
C: 1.2369 6.9550 0.0400  -1.426
C: -0.4208 3.7274 2.9831  -0.331
H: -0.6060 6.2825 1.2141  0.531
H: 0.1462 5.1260 0.2375  -0.111
H: 1.5059 7.7951 0.6866  0.387
H: 0.6130 7.3686 -0.7501  0.392
H: 2.2010 6.5517 -0.2605  0.277
H: -1.2174 3.9339 2.2719  0.057
H: -0.7607 3.1396 3.8316  0.385
H: 0.3711 3.1833 2.4742  -0.116
O: -5.8028 -1.6199 -2.3569  -0.641
S: -4.8861 -2.6829 -2.0106  1.197
O: -5.2460 -4.0494 -1.8681  -0.601
O: -3.5553 -2.4618 -2.9359  -0.343
C: -3.2430 -1.1992 -3.5563  -0.051
C: -2.1909 -1.6045 -4.6004  -1.075
C: -4.0113 -2.1669 -0.5643  -0.280
H: -2.8351 -0.5191 -2.8055  0.119
H: -4.1606 -0.7781 -3.9643  0.532
H: -1.3243 -2.0844 -4.1422  0.155
H: -1.7719 -0.6706 -4.9854  0.291
H: -2.5431 -2.2855 -5.3708  0.366
H: -4.5572 -2.5406 0.3013  0.561
H: -4.0019 -1.0804 -0.5087  0.168
H: -3.0193 -2.5746 -0.7139  -0.371
O: 0.1982 -7.8336 0.4938  -0.596
S: -0.1795 -7.3354 -0.7991  1.152
O: -1.4610 -7.5895 -1.3680  -0.613
O: 0.1715 -5.7277 -0.8951  0.055
C: -0.8473 -4.8481 -1.3073  -1.278
C: -0.5031 -3.3843 -1.1555  -0.024
C: 1.1397 -7.8925 -1.9456  -0.808
H: -1.6934 -4.9939 -0.6258  0.466
H: -1.2021 -5.0726 -2.3147  0.658
H: -1.2920 -2.8582 -1.6977  -0.284
H: 0.3985 -3.2534 -1.7568  0.603
H: -0.5603 -2.9706 -0.1518  -0.110
H: 1.1927 -8.9509 -1.6881  0.421
H: 2.1014 -7.4888 -1.6348  0.113
H: 0.9258 -7.6219 -2.9745  0.304
O: 3.1281 -5.2222 -1.3393  -0.566
S: 4.1399 -5.3287 -0.2743  1.104
O: 5.5428 -5.5143 -0.5144  -0.655
O: 3.9928 -4.0043 0.6705  -0.398
C: 2.9714 -3.0165 0.3369  0.717
C: 3.5168 -1.6127 0.3657  -0.793
C: 3.5738 -6.4428 1.1014  -0.661
H: 2.1212 -3.1384 1.0043  -0.381
H: 2.6838 -3.1345 -0.7056  0.345
H: 4.4694 -1.5275 -0.1629  0.433
H: 3.6409 -1.2416 1.3797  0.329
H: 2.8788 -1.0549 -0.3211  -0.221
H: 2.4959 -6.2849 1.0905  0.042
H: 4.0000 -6.0658 2.0259  0.354
H: 3.8483 -7.4753 0.9004  0.377

Atoms 1-6, force components in eV/Å:
-1.1 -0.4 0.2
0.1 0.0 0.1
0.1 -0.5 0.0
0.9 -0.3 0.0
-0.4 0.9 -0.4
0.5 -0.5 -0.6

***

2.
Molecular formula: CH4F2N2S
Method: DFT, ωB97M-V/def2-TZVPD

Results
DFT total energy in eV: -20346.46099
HOMO-LUMO gap (alpha / beta) in eV: 10.0 / 10.0
E_LUMO (alpha / beta) in hartree: -0.0074 / -0.0074
Relative energy (zero: lowest compared OMol25 entry of this formula, charge and spin) in kcal per mole: 56.5
HOMO (alpha / beta) in eV: -10.244 / -10.244

Each line ends with the Mulliken charge.
Geometry (Å):
C: 1.5302 0.5574 0.2610  -0.761
N: -1.4130 -0.7962 -0.7384  -0.045
N: -1.1731 0.3864 -0.4436  0.274
F: -0.3390 -1.8644 -0.3672  -0.331
F: -1.7657 0.5794 1.1836  -0.486
S: -0.0050 1.4480 -0.6105  0.135
H: 1.1298 -0.1226 1.0627  0.255
H: 2.2594 1.1875 0.7083  0.373
H: 1.9618 -0.0063 -0.5926  0.274
H: -2.1854 -1.3693 -0.4632  0.313

Atoms 1-6, force components in eV/Å:
-1.9 -1.6 -1.2
2.8 -0.4 -1.2
-2.9 -1.6 2.1
-0.6 1.0 0.1
0.6 -0.2 -1.0
2.7 0.1 0.8

***

3.
Molecular formula: C5H10O2
Method: DFT, ωB97M-V/def2-TZVPD

Results
DFT total energy in eV: -9436.05131
HOMO-LUMO gap in eV: 5.6
E_LUMO in hartree: -0.0984
Relative energy (zero: lowest compared OMol25 entry of this formula, charge and spin) in kcal per mole: 161.2
HOMO in eV: -8.267

Each line ends with the Mulliken charge.
Geometry (Å):
C: -0.5675 -0.8097 1.1708  -0.059
C: -1.4461 -1.7947 1.0108  -0.636
C: 2.3387 -0.8663 -0.5247  -0.639
O: -0.8793 2.4027 0.1730  -0.704
C: 1.5497 -0.4315 0.4601  -0.142
C: 0.1806 -0.0703 0.1762  0.008
H: -0.3241 -0.5252 2.1944  0.307
H: -1.6318 -2.2288 0.0378  0.272
H: -1.9976 -2.1449 1.8670  0.266
H: 3.3577 -1.2182 -0.5301  0.295
H: 1.8564 -0.9301 -1.4981  0.243
H: -1.6686 2.8065 0.5441  0.256
H: 1.9082 -0.0777 1.4223  0.316
H: -0.2163 0.1043 -0.8305  0.526
H: -0.7268 2.1727 -2.7221  0.204
H: -0.9270 2.1160 -0.9050  0.429
O: -0.8062 1.4952 -2.0459  -0.943

Atoms 1-6, force components in eV/Å:
-1.0 1.5 0.9
-0.2 0.4 -0.6
-0.8 0.0 -1.2
0.9 -0.4 0.6
1.3 3.1 -0.2
-0.4 -3.2 -0.1

***

4.
Molecular formula: KO4S
Method: DFT, ωB97M-V/def2-TZVPD

Results
DFT total energy in eV: -35351.59238
Net charge: -1
HOMO-LUMO gap in eV: 4.4
E_LUMO in hartree: 0.0659
Relative energy (zero: lowest compared OMol25 entry of this formula, charge and spin) in kcal per mole: 18.1
HOMO in eV: -2.595

Each line ends with the Mulliken charge.
Geometry (Å):
K: -1.4846 1.1136 1.4198  0.892
S: 0.2578 -0.3313 -0.3154  1.071
O: 0.3957 -0.3752 1.1255  -0.767
O: 0.5925 1.1496 -0.3304  -0.813
O: 1.2916 -1.0791 -1.0383  -0.711
O: -1.0530 -0.4775 -0.8612  -0.671

Force components x, y, z for each atom (eV/Å):
0.2 0.1 -0.4
5.7 4.4 -1.3
-1.1 -4.2 4.3
-0.5 1.6 -2.4
-0.7 -0.7 0.2
-3.5 -1.3 -0.3

***

5.
Molecular formula: C17H38BrNO7P
Method: DFT, ωB97M-V/def2-TZVPD

Results
DFT total energy in eV: -113391.98322
Net charge: +1
HOMO-LUMO gap in eV: 9.9
E_LUMO in hartree: -0.0793
HOMO in eV: -12.053

Each line ends with the Mulliken charge.
Geometry (Å):
C: 3.0036 0.3796 -0.5565  -0.809
C: 1.7431 0.1443 -1.4229  -0.312
O: 0.5155 0.4178 -0.7250  -0.307
C: -0.1676 1.4982 -1.3342  -0.941
C: -1.4405 1.7987 -0.5237  -0.618
N: -2.7152 1.1523 -1.0816  0.590
C: -3.4309 2.1913 -1.9038  -0.833
C: -2.7244 2.6234 -3.2049  -0.747
O: -1.7711 3.6741 -2.9746  -0.544
C: -2.4558 -0.1412 -1.7706  -1.367
C: -3.6955 -1.0025 -2.0986  0.104
C: -3.1385 -2.4310 -2.4578  -1.361
Br: -4.6306 -0.3997 -3.7466  -0.079
P: -3.7479 0.9518 0.3915  0.330
O: -5.2118 0.8246 0.0736  -0.762
H: 2.7779 0.5713 0.5071  0.304
H: 3.6925 -0.4921 -0.5662  0.013
H: 3.6109 1.2394 -0.8923  0.332
H: 1.8117 0.7960 -2.3074  0.312
H: 1.7202 -0.9248 -1.6888  0.338
H: -0.3170 1.3502 -2.4156  0.417
H: 0.4963 2.3795 -1.2337  0.600
H: -1.5492 2.8774 -0.3846  0.444
H: -1.3033 1.3600 0.4884  0.444
H: -3.5431 3.1043 -1.2923  0.618
H: -4.4611 1.8962 -2.1517  0.607
H: -2.2826 1.8087 -3.7949  0.337
H: -3.5093 3.0695 -3.8419  0.410
H: -1.0230 3.4267 -3.5102  0.349
H: -1.9014 -0.0302 -2.7123  0.433
H: -1.7933 -0.7345 -1.1133  0.570
H: -4.4014 -1.1562 -1.2740  0.535
H: -2.4560 -2.8137 -1.6879  0.396
H: -2.6348 -2.3221 -3.4336  0.399
H: -3.9944 -3.0944 -2.6415  0.387
H: -3.5553 2.1822 1.0837  0.212
H: -3.2061 -0.0693 1.2164  0.171
O: -1.9124 1.6996 2.9773  -0.492
C: -2.4792 1.5516 4.0359  0.765
O: -1.7789 1.6429 5.1601  -0.373
C: -2.3681 1.6834 6.4694  -0.428
C: -2.6147 0.2900 7.0077  -0.935
C: -3.9377 1.1774 4.1081  -0.999
H: -3.2690 2.2987 6.4720  0.379
H: -1.6440 2.1944 7.1018  0.301
H: -3.3276 -0.2597 6.3914  0.267
H: -3.0033 0.3366 8.0250  0.355
H: -1.6872 -0.2836 7.0124  0.302
H: -4.0317 0.0940 4.0286  0.281
H: -4.4588 1.6436 3.2725  0.281
H: -4.4347 1.5206 5.0111  0.359
O: 4.2932 -2.5923 -1.4570  -0.556
C: 5.4496 -2.9181 -1.4005  0.884
O: 6.3163 -2.1420 -0.7399  -0.367
C: 7.6642 -2.5270 -0.4415  -0.423
C: 8.5990 -2.2008 -1.5871  -0.955
C: 5.9574 -4.1302 -2.1341  -1.183
H: 7.7136 -3.5765 -0.1480  0.368
H: 7.9490 -1.9474 0.4357  0.314
H: 8.3371 -2.7543 -2.4896  0.272
H: 9.6287 -2.4419 -1.3216  0.355
H: 8.5395 -1.1401 -1.8339  0.303
H: 6.1926 -3.8513 -3.1608  0.274
H: 5.1699 -4.8811 -2.1408  0.328
H: 6.8265 -4.5919 -1.6718  0.351

Atoms 1-6, force components in eV/Å:
0.7 0.1 0.4
1.0 -0.5 0.5
-0.5 0.1 -0.6
0.7 0.6 0.9
1.1 -0.9 0.4
0.2 1.3 0.4

***

6.
Molecular formula: C20H24N2O6S
Method: DFT, ωB97M-V/def2-TZVPD

Results
DFT total energy in eV: -47211.92707
HOMO-LUMO gap in eV: 8.2
E_LUMO in hartree: -0.0129
Relative energy (zero: lowest compared OMol25 entry of this formula, charge and spin) in kcal per mole: 442.3
HOMO in eV: -8.505

Each line ends with the Mulliken charge.
Geometry (Å):
C: -4.3228 -2.3948 -0.8557  -0.826
C: -3.2953 -3.1899 -1.7734  -0.362
H: -3.5177 -4.3617 -1.7962  0.254
H: -3.1245 -2.7862 -2.7518  0.356
O: -1.8165 -2.9203 -1.1852  -0.374
C: -1.0484 -2.0837 -1.4584  0.802
O: -1.2558 -1.4279 -2.4073  -0.813
C: 0.2317 -2.0258 -0.7381  0.513
C: 0.2764 -2.4597 0.6246  -0.415
C: 1.2200 -2.0534 1.4275  -0.196
C: 2.2926 -1.4970 1.0537  0.129
C: 2.4136 -1.0384 -0.3631  -0.721
C: 1.2808 -1.1069 -1.3086  -2.009
H: 1.1431 -1.0360 -2.1885  1.824
H: 3.1859 -0.3511 -0.8567  0.326
N: 3.2339 -0.7020 1.9244  -0.131
C: 3.0757 -0.3713 3.1248  -0.157
O: 2.6045 -1.2367 3.9955  -0.706
C: 3.5973 0.7304 3.4523  0.049
O: 3.3309 1.7933 2.6573  -0.548
C: 2.2537 1.7984 1.9073  0.396
C: 0.9960 1.1714 2.7109  -1.179
C: -0.1696 1.0081 1.8042  -1.742
C: -0.2279 1.5599 0.6186  0.757
C: 1.0934 2.0265 -0.2353  -0.679
C: 2.0401 2.3163 0.5965  -0.469
H: 2.9815 3.0038 0.2160  0.132
H: 0.8704 2.4473 -1.1178  0.817
S: -1.6494 1.3763 -0.4021  1.050
O: -2.2501 0.0900 -0.1128  -0.569
O: -2.4568 2.3549 -0.4192  -0.557
N: -0.9218 1.2485 -2.1491  -0.151
H: -0.9915 0.2264 -2.3495  0.100
C: -1.6999 2.1306 -3.1165  -0.073
C: -3.0587 1.4335 -3.4077  -0.724
H: -2.9974 0.1479 -3.7332  0.047
H: -3.5066 1.8923 -4.3363  0.405
H: -3.8793 1.3677 -2.3291  0.177
C: -0.8512 2.0722 -4.2995  -0.927
H: -0.6702 1.0184 -4.5813  0.219
H: -1.4918 2.8313 -5.0316  0.333
H: 0.0479 2.5233 -3.7945  0.200
H: -1.8491 3.0509 -2.5794  0.510
H: -0.9809 0.7747 2.1670  1.318
H: 1.1472 0.7886 3.5414  1.037
H: 3.0662 1.1744 4.3804  0.373
H: 4.6398 0.9526 3.6457  0.347
H: 3.7379 0.0531 1.2218  0.360
H: 1.3011 -2.5133 2.4216  0.435
H: -0.5922 -3.0428 1.1798  0.180
H: -5.1515 -2.4297 -1.4818  0.411
H: -4.3882 -2.9220 0.0376  0.343
H: -3.9403 -1.4812 -0.9040  0.129

Atoms 1-6, force components in eV/Å:
2.2 -4.2 -3.2
1.1 -0.6 1.5
1.2 2.6 0.3
-0.6 0.1 -0.5
-8.6 -10.4 5.2
5.4 2.9 -1.3